Entry from the OMol25 dataset: a structure of composition C61H74Br9HfN9O14 at a distorted geometry (wB97M-V/def2-TZVPD).

```
168
Properties=species:S:1:pos:R:3
C 12.924 -19.128 -7.998
C 7.482 -19.707 -10.334
H 19.725 -18.071 -18.024
H 13.109 -22.871 -12.877
H 9.795 -21.559 -8.687
H 10.971 -14.180 -13.465
H 16.221 -18.766 -11.240
H 12.751 -18.658 -12.057
H 13.450 -17.411 -12.943
H 16.631 -20.962 -14.311
H 14.346 -23.690 -13.889
H 8.633 -23.226 -11.336
O 12.803 -21.499 -16.941
H 18.811 -24.216 -14.486
C 13.197 -17.215 -17.715
H 22.012 -19.559 -13.717
C 14.713 -22.499 -17.761
C 16.286 -20.916 -11.517
H 14.807 -19.694 -10.678
H 13.034 -24.782 -5.257
O 11.812 -18.828 -16.826
H 20.886 -23.140 -10.195
C 10.504 -14.892 -10.235
C 13.780 -22.772 -13.730
H 17.712 -16.540 -8.668
H 10.874 -13.027 -11.357
C 13.394 -24.413 -6.206
C 13.748 -16.853 -7.858
Br 18.054 -19.062 -16.457
H 13.319 -17.312 -15.512
H 14.019 -17.668 -11.336
C 19.561 -22.459 -11.744
C 14.747 -21.661 -13.484
O 15.742 -20.945 -8.292
H 10.499 -14.444 -9.252
H 11.639 -20.067 -10.809
C 13.722 -18.199 -12.240
O 11.220 -16.091 -14.950
Br 16.905 -14.138 -8.416
O 20.246 -26.323 -14.653
H 14.198 -22.798 -5.184
C 21.788 -19.118 -11.622
C 15.144 -15.231 -17.392
Br 16.886 -15.930 -10.960
H 18.558 -21.955 -13.559
H 7.563 -21.684 -9.293
C 15.200 -24.909 -17.478
H 9.873 -23.423 -10.121
H 13.176 -24.883 -9.548
H 19.581 -19.329 -14.003
H 13.378 -24.012 -16.860
H 7.854 -20.360 -8.264
C 17.850 -15.631 -9.254
C 9.619 -22.877 -11.030
H 11.947 -21.582 -10.037
C 15.743 -18.485 -13.775
H 11.891 -21.367 -11.900
C 15.393 -22.016 -12.150
H 5.823 -20.812 -12.309
C 19.267 -23.972 -13.538
N 14.026 -20.322 -13.336
H 15.430 -21.146 -15.465
C 19.581 -18.678 -11.869
Br 19.761 -15.291 -9.547
C 14.126 -23.167 -8.605
H 10.321 -23.382 -11.693
Br 17.831 -17.050 -19.250
C 9.485 -20.903 -9.501
H 16.572 -21.236 -10.515
O 14.398 -20.216 -17.736
O 10.823 -17.980 -14.146
C 18.758 -18.524 -18.242
H 14.959 -15.499 -15.309
C 12.743 -16.584 -6.927
N 12.595 -15.221 -6.395
H 15.856 -14.447 -17.176
Br 11.906 -26.401 -12.099
H 10.538 -17.922 -11.484
H 7.897 -18.579 -13.555
H 14.449 -16.147 -8.278
N 21.391 -19.368 -12.943
C 16.001 -22.305 -18.308
Br 14.950 -25.694 -11.835
H 12.928 -20.104 -8.461
H 13.342 -16.654 -19.875
C 14.748 -15.627 -18.699
H 21.362 -25.264 -11.130
C 13.729 -16.547 -18.872
H 7.774 -18.695 -10.055
C 9.914 -21.317 -10.904
H 10.193 -16.702 -9.314
C 10.819 -14.758 -12.565
H 15.705 -17.399 -13.688
O 11.594 -18.395 -18.972
O 11.538 -14.866 -5.865
C 6.857 -21.157 -12.274
N 15.172 -21.275 -7.300
H 16.194 -22.584 -14.878
H 18.561 -18.437 -11.607
H 15.336 -18.763 -14.747
C 10.549 -16.842 -11.503
N 9.295 -20.433 -11.923
C 20.066 -19.139 -13.056
C 15.798 -21.621 -14.556
C 11.840 -17.614 -6.545
C 11.962 -18.874 -6.990
C 14.616 -15.870 -16.264
C 14.313 -23.807 -17.361
O 20.310 -27.191 -12.630
H 20.787 -18.281 -9.919
C 10.796 -16.140 -12.681
C 20.092 -24.916 -12.890
H 13.062 -22.687 -14.546
C 20.696 -18.585 -10.951
C 7.569 -18.656 -12.519
H 16.322 -21.315 -18.596
C 10.355 -16.240 -10.277
C 8.001 -20.685 -9.294
H 7.190 -21.720 -13.146
H 14.399 -22.591 -9.477
C 16.819 -23.437 -18.592
H 17.070 -25.544 -18.233
H 6.407 -19.544 -10.252
N 12.121 -18.222 -17.861
H 6.546 -18.281 -12.552
C 19.102 -22.727 -13.036
H 8.107 -17.836 -12.043
O 13.456 -14.420 -6.630
H 17.802 -23.364 -19.033
C 13.886 -18.149 -8.425
C 14.452 -22.613 -7.334
C 16.450 -24.669 -18.105
C 15.523 -19.565 -11.490
H 11.050 -17.379 -5.847
C 13.395 -24.361 -8.628
H 13.869 -28.038 -12.233
C 14.045 -23.200 -6.174
H 16.794 -18.777 -13.764
C 13.063 -25.030 -7.446
O 15.198 -20.643 -6.247
N 20.216 -26.247 -13.441
C 10.703 -14.093 -11.385
H 11.287 -19.677 -6.734
H 14.562 -22.093 -11.450
N 10.900 -16.759 -14.006
Br 18.939 -20.110 -19.411
C 13.740 -27.048 -12.671
C 20.444 -23.384 -11.150
C 11.479 -21.140 -10.916
O 13.067 -20.022 -14.380
H 14.913 -25.872 -17.081
H 17.215 -20.822 -12.080
C 13.690 -16.872 -16.426
H 12.509 -25.950 -7.556
H 16.001 -22.915 -12.256
O 9.672 -20.812 -13.249
Br 13.888 -26.996 -14.648
C 14.765 -19.147 -12.782
C 7.827 -20.019 -11.767
Hf 10.843 -20.521 -15.406
H 22.800 -19.315 -11.300
H 19.441 -21.504 -11.254
C 20.732 -24.589 -11.691
N 13.912 -21.303 -17.541
H 15.193 -15.095 -19.527
H 6.903 -22.032 -11.625
H 14.655 -18.394 -9.143
H 9.973 -19.964 -9.241
```

The calculation puts the LUMO energy at -0.3009 Eh. For the HOMO energy, the calculation gives -11.662 eV. Its total charge is +2.